{
  "formula": "C22H30FN3O4PtS",
  "method": "ωB97M-V/def2-TZVPD",
  "e_homo_ha": -0.502,
  "lumo_energy_ev": -5.88,
  "total_energy_ev": -52743.5754,
  "total_charge": 2,
  "orbital_gap_ev": 7.77,
  "relative_energy_ev": 0.364,
  "elements": ["Pt", "F", "C", "C", "C", "C", "O", "C", "C", "N", "C", "C", "C", "C", "C", "C", "N", "C", "C", "N", "C", "C", "C", "O", "O", "H", "H", "H", "H", "H", "H", "H", "H", "H", "H", "H", "H", "H", "H", "H", "H", "H", "H", "C", "H", "H", "C", "C", "S", "O", "C", "C", "H", "H", "H", "H", "H", "H", "H", "H", "H", "H"],
  "xyz": [[-0.020022, 1.413407, -3.385156], [-3.046655, -2.670811, 1.049781], [-1.815959, -2.140559, 1.151525], [-1.420616, -1.231781, 0.217334], [-0.165984, -0.616928, 0.323187], [0.248203, 0.379798, -0.638187], [-0.580434, 0.710633, -1.566961], [1.483802, 1.005542, -0.424069], [2.247293, 0.623292, 0.651913], [1.907657, -0.344422, 1.510082], [2.817210, -0.692468, 2.590921], [3.457071, -2.050632, 2.583958], [4.273639, -0.831775, 2.280242], [0.672785, -0.964458, 1.393012], [0.249788, -1.920569, 2.327016], [-0.991675, -2.516369, 2.231070], [-1.373728, -3.466097, 3.215424], [-1.515649, -2.970340, 4.583091], [-1.182496, -4.114007, 5.564496], [-1.102592, -5.390839, 4.781213], [-2.337026, -5.583806, 3.953807], [-2.411820, -4.447588, 2.908785], [2.042260, 2.118611, -1.293055], [2.797895, 2.920232, -0.793390], [1.728274, 2.042078, -2.546204], [-2.085636, -0.963618, -0.591122], [3.184630, 1.131464, 0.835394], [2.533722, -0.252608, 3.538860], [3.221896, -2.704370, 1.754688], [3.597806, -2.542339, 3.536425], [4.588397, -0.692239, 1.255564], [4.971590, -0.471710, 3.021154], [0.911046, -2.211847, 3.130007], [-2.531841, -2.602124, 4.765018], [-0.833689, -2.140996, 4.745125], [-1.957005, -4.249926, 6.315982], [-0.226919, -3.976989, 6.065910], [-0.945208, -6.186257, 5.400187], [-0.308229, -5.317246, 4.141495], [-3.178236, -5.569711, 4.643559], [-2.283251, -6.565739, 3.490280], [-3.416769, -4.020679, 2.930023], [-2.237728, -4.848381, 1.913311], [-1.464465, 0.733539, -4.311491], [-2.475147, 1.140368, -4.380073], [-1.323096, -0.190670, -4.879156], [1.328454, 6.734429, -4.662208], [1.108519, 5.341658, -5.236415], [0.226717, 4.307587, -4.066002], [0.376060, 2.909645, -4.742282], [-1.489671, 4.771957, -4.358652], [-2.004999, 4.478809, -5.756897], [1.854996, 7.339084, -5.398514], [1.932328, 6.698366, -3.756901], [0.389342, 7.240718, -4.437460], [2.045258, 4.803674, -5.384141], [0.559481, 5.344470, -6.176300], [-1.543939, 5.831068, -4.095454], [-2.040681, 4.223779, -3.592239], [-1.615797, 5.179010, -6.493356], [-3.090355, 4.568403, -5.765043], [-1.738803, 3.469275, -6.069112]],
  "forces_ev_per_angstrom": [[-0.612, 0.932, 0.248], [-0.005, 0.008, -0.009], [-0.013, 0.030, 0.016], [0.022, -0.018, -0.021], [-0.036, 0.026, 0.064], [0.046, 0.348, -0.021], [0.214, -1.007, -0.097], [0.021, 0.016, -0.016], [-0.028, 0.027, -0.006], [0.021, -0.048, -0.020], [-0.027, 0.013, 0.020], [0.010, 0.002, 0.010], [-0.001, 0.017, -0.005], [-0.019, 0.037, 0.019], [0.025, -0.036, -0.027], [0.017, -0.016, -0.023], [0.009, 0.019, 0.038], [-0.032, 0.009, -0.003], [-0.010, -0.002, 0.003], [-0.004, 0.011, -0.014], [0.008, -0.001, -0.010], [0.008, -0.022, -0.008], [0.081, -0.323, 0.026], [0.011, -0.016, -0.013], [-0.142, 0.417, 0.039], [-0.009, 0.012, 0.011], [-0.001, 0.001, 0.001], [-0.001, -0.006, 0.003], [0.001, 0.008, -0.007], [-0.003, -0.008, -0.004], [0.007, -0.009, 0.001], [-0.006, 0.007, 0.002], [-0.002, 0.006, 0.005], [-0.006, -0.012, -0.008], [-0.009, 0.007, 0.006], [0.019, 0.002, 0.020], [0.013, 0.002, -0.026], [-0.022, 0.000, 0.006], [0.014, -0.017, 0.017], [0.004, 0.000, 0.005], [-0.004, 0.001, -0.002], [0.002, -0.008, 0.001], [0.003, 0.003, 0.004], [0.240, 0.051, 0.055], [0.001, 0.019, 0.025], [-0.085, -0.007, -0.023], [-0.018, 0.007, -0.011], [0.005, -0.015, 0.006], [0.143, 0.042, 0.061], [0.106, -0.529, -0.325], [0.026, 0.017, -0.037], [0.008, 0.016, -0.002], [0.009, -0.002, 0.004], [-0.011, 0.000, 0.007], [0.000, 0.005, -0.010], [0.018, 0.025, 0.020], [0.015, -0.031, -0.010], [-0.011, -0.005, 0.017], [-0.002, -0.003, 0.000], [0.004, -0.004, -0.002], [0.000, 0.004, 0.001], [-0.009, -0.002, 0.000]]
}